# C23H52OOsP4

C23H52OOsP4 as an isolated structure in a non-equilibrium geometry (wB97M-V/def2-TZVPD, OMol25).

E_HOMO (alpha / beta) (eV): -20.408 / -21.006
Total charge: +4
Expectation value of S²: 6.041
Energy relative to the best compared isomer or geometry (same formula, charge and spin) (kJ/mol): 83.0
2S+1: 5
HOMO-LUMO gap (alpha / beta) (eV): 8.34 / 5.19
LUMO level (alpha / beta) (eV): -12.1 / -15.8

Each line ends with the Mulliken spin population.
Element x y z (Å)
1 Os -0.23 -0.17 0.64  1.383
2 P -0.75 0.06 2.84  -0.162
3 P -1.33 -2.22 0.35  -0.001
4 P -0.17 2.26 0.50  0.090
5 H -3.54 -1.02 -5.67  0.013
6 C -2.71 -0.31 -5.81  0.345
7 C -1.42 -0.61 -5.69  0.382
8 H -0.99 -1.53 -5.26  0.062
9 C -2.50 0.44 3.20  0.087
10 C -0.46 -1.40 3.93  0.031
11 C 0.11 1.33 3.87  0.038
12 C -1.07 -2.97 -1.30  0.014
13 C -0.99 -3.67 1.43  0.059
14 C -3.14 -1.97 0.48  0.024
15 C -0.03 3.03 -1.17  0.012
16 C 1.23 3.25 1.26  0.064
17 C -1.66 3.17 1.12  0.006
18 H -3.00 0.70 -6.13  0.053
19 H -0.70 0.07 -6.18  0.029
20 H -2.65 0.38 4.29  0.003
21 H -3.18 -0.29 2.73  -0.007
22 H -2.77 1.45 2.88  -0.009
23 H -0.21 -1.04 4.94  0.002
24 H 0.38 -2.00 3.58  -0.008
25 H -1.36 -2.01 4.01  0.001
26 H -0.63 1.90 4.44  0.000
27 H 0.69 2.04 3.28  -0.007
28 H 0.78 0.84 4.58  -0.001
29 H -1.10 -4.07 -1.26  -0.003
30 H -0.11 -2.64 -1.71  0.000
31 H -1.87 -2.60 -1.95  0.004
32 H -1.95 -4.13 1.71  0.004
33 H -0.46 -3.37 2.34  -0.008
34 H -0.38 -4.39 0.88  0.002
35 H -3.62 -2.64 -0.24  0.002
36 H -3.38 -0.92 0.25  0.005
37 H -3.45 -2.22 1.51  0.001
38 H 0.39 4.04 -1.10  -0.002
39 H -1.02 3.09 -1.63  0.003
40 H 0.61 2.43 -1.83  -0.012
41 H 1.75 3.82 0.48  0.006
42 H 1.98 2.61 1.74  -0.013
43 H 0.85 3.96 2.00  0.003
44 H -1.82 4.04 0.47  -0.001
45 H -1.52 3.52 2.15  0.000
46 H -2.56 2.54 1.07  0.004
47 C -0.98 0.33 -2.77  0.254
48 C -2.37 0.60 -2.50  0.172
49 C -2.95 1.76 -2.97  0.010
50 C -2.24 2.58 -3.84  0.220
51 C -0.99 2.21 -4.32  0.095
52 C -0.35 1.08 -3.83  0.146
53 O -0.28 -0.44 -2.03  0.308
54 H -1.46 0.62 -0.24  0.196
55 H -2.88 -0.09 -1.84  -0.021
56 H -3.96 2.02 -2.67  0.004
57 H -2.69 3.49 -4.23  -0.027
58 H -0.53 2.81 -5.12  0.003
59 H 0.62 0.72 -4.15  -0.013
60 C 3.25 0.99 -0.91  0.004
61 C 2.73 -0.43 -0.75  0.002
62 P 1.96 -0.83 0.88  -0.010
63 C 2.22 -2.62 1.18  0.036
64 C 3.61 -3.15 0.82  0.021
65 C 2.89 0.05 2.20  0.046
66 C 4.30 -0.43 2.51  0.027
67 H 2.41 1.70 -0.91  0.001
68 H 3.77 1.10 -1.87  0.000
69 H 3.95 1.29 -0.11  0.001
70 H 1.94 -0.63 -1.50  0.003
71 H 3.54 -1.17 -0.92  -0.001
72 H 1.46 -3.15 0.59  0.007
73 H 1.97 -2.82 2.24  0.000
74 H 4.40 -2.65 1.39  -0.002
75 H 3.66 -4.22 1.07  0.005
76 H 3.79 -3.05 -0.25  0.000
77 H 2.91 1.11 1.91  0.007
78 H 2.27 0.00 3.11  0.006
79 H 4.86 -0.61 1.59  -0.001
80 H 4.85 0.34 3.07  0.005
81 H 4.29 -1.33 3.12  -0.001


# C23H52P4RuS

C23H52P4RuS as an isolated structure in a non-equilibrium geometry (wB97M-V/def2-TZVPD, OMol25).

E_HOMO (alpha / beta) (eV): -14.253 / -17.140
Total charge: +3
Expectation value of S²: 8.797
Energy relative to the best compared isomer or geometry (same formula, charge and spin) (kJ/mol): 414.3
2S+1: 6
HOMO-LUMO gap (alpha / beta) (eV): 5.28 / 4.01
LUMO level (alpha / beta) (eV): -9.0 / -13.1

Each line ends with the Mulliken spin population.
Element x y z (Å)
1 Ru 0.17 0.18 -0.53  0.999
2 P -1.40 1.86 -0.43  -0.022
3 P -1.44 -1.45 0.23  0.004
4 P 1.70 1.85 -1.58  -0.067
5 H -0.36 -2.79 -2.03  -0.023
6 C 0.71 -2.54 -2.04  0.420
7 C 1.36 -2.22 -0.79  0.757
8 H 1.13 -2.93 0.01  0.030
9 C -2.31 2.17 -1.98  0.014
10 C -2.79 1.86 0.78  -0.002
11 C -0.64 3.45 0.07  0.022
12 C -1.32 -3.26 0.51  0.011
13 C -2.17 -1.17 1.92  0.009
14 C -2.88 -1.32 -0.90  0.018
15 C 3.27 0.89 -1.91  0.041
16 C 2.50 3.31 -0.73  0.004
17 C 1.18 2.68 -3.17  0.047
18 H 1.32 -3.04 -2.75  0.215
19 H 2.38 -1.83 -0.84  -0.015
20 H -2.94 3.04 -1.73  0.000
21 H -2.93 1.29 -2.21  0.001
22 H -1.63 2.39 -2.82  -0.013
23 H -3.19 2.88 0.67  -0.002
24 H -2.41 1.72 1.81  0.002
25 H -3.54 1.11 0.50  0.001
26 H -1.50 4.08 0.36  -0.001
27 H -0.10 3.88 -0.79  0.002
28 H 0.02 3.29 0.94  -0.003
29 H -2.33 -3.64 0.69  -0.001
30 H -0.72 -3.46 1.41  0.003
31 H -0.87 -3.81 -0.32  -0.015
32 H -2.90 -1.97 2.11  -0.001
33 H -2.70 -0.22 2.00  0.002
34 H -1.40 -1.20 2.69  -0.002
35 H -3.38 -2.29 -0.90  -0.002
36 H -2.57 -1.10 -1.93  0.000
37 H -3.56 -0.52 -0.57  -0.002
38 H 3.74 1.21 -2.85  0.003
39 H 3.06 -0.18 -1.96  -0.007
40 H 3.96 1.08 -1.09  0.005
41 H 2.61 4.13 -1.45  -0.002
42 H 3.50 3.05 -0.36  0.001
43 H 1.88 3.64 0.10  -0.002
44 H 1.85 2.38 -4.00  0.001
45 H 1.23 3.77 -3.02  0.003
46 H 0.17 2.40 -3.46  -0.004
47 C 0.85 -1.16 -4.88  0.088
48 C 0.34 -0.48 -6.04  0.276
49 C 0.83 -0.79 -7.33  0.242
50 C 1.76 -1.83 -7.50  0.085
51 C 2.14 -2.61 -6.40  0.235
52 C 1.66 -2.30 -5.13  0.215
53 S 0.63 -0.60 -3.27  1.068
54 H -0.95 -0.16 -1.55  0.064
55 H -0.43 0.24 -5.93  0.020
56 H 0.46 -0.25 -8.21  0.004
57 H 2.16 -2.05 -8.49  0.009
58 H 2.78 -3.48 -6.54  -0.010
59 H 1.91 -2.95 -4.33  0.130
60 C -0.21 0.73 3.95  0.001
61 C 0.31 1.26 2.62  0.033
62 P 1.15 0.08 1.48  0.067
63 C 2.91 0.63 1.47  0.021
64 C 3.51 1.06 2.81  0.019
65 C 1.38 -1.56 2.25  0.010
66 C 2.02 -1.67 3.63  0.003
67 H -1.31 0.73 3.97  0.000
68 H 0.13 1.41 4.74  0.001
69 H 0.16 -0.27 4.19  0.000
70 H -0.54 1.67 2.05  -0.007
71 H 1.02 2.08 2.82  0.003
72 H 3.49 -0.21 1.04  0.006
73 H 2.99 1.47 0.77  -0.016
74 H 3.63 0.23 3.50  0.000
75 H 4.50 1.50 2.65  0.003
76 H 2.88 1.82 3.27  -0.001
77 H 0.38 -2.03 2.23  -0.001
78 H 1.99 -2.13 1.53  0.006
79 H 1.96 -0.75 4.21  -0.001
80 H 1.54 -2.48 4.20  0.000
81 H 3.09 -1.92 3.52  0.000


# C23H53IO19S5

A 6-piece molecular cluster, C23H53IO19S5 overall in a non-equilibrium geometry (wB97M-V/def2-TZVPD, OMol25).

E_HOMO (eV): -8.956
Total charge: 0
HOMO-LUMO gap (eV): 9.40
LUMO level (eV): 0.4

Each line ends with the Mulliken charge.
Element x y z (Å)
1 C -0.69 -0.68 -1.59  -1.343
2 C 0.33 0.10 -2.40  -0.219
3 I 1.23 -1.18 -3.88  -0.020
4 C -0.33 1.30 -3.15  -0.149
5 C 0.08 2.60 -2.51  0.148
6 O -0.12 2.76 -1.38  -0.393
7 O 0.62 3.61 -3.25  -0.417
8 C 2.05 3.59 -3.41  -0.831
9 C 2.83 2.62 -2.54  0.352
10 C 4.33 2.96 -2.72  -0.785
11 O 5.15 2.44 -1.67  -0.317
12 C 5.13 3.16 -0.55  0.157
13 O 6.07 3.44 0.04  -0.415
14 H -1.21 -1.38 -2.24  0.352
15 H -0.17 -1.25 -0.83  0.325
16 H -1.39 -0.02 -1.10  0.376
17 H 1.05 0.49 -1.70  0.528
18 H -0.06 1.30 -4.20  0.332
19 H -1.39 1.21 -3.01  0.301
20 H 2.39 4.60 -3.18  0.434
21 H 2.32 3.40 -4.45  0.251
22 H 2.72 1.60 -2.88  -0.108
23 H 2.62 2.72 -1.49  0.290
24 H 4.69 2.62 -3.67  0.370
25 H 4.40 4.05 -2.73  0.438
26 H 4.14 3.45 -0.17  0.336
27 O 1.01 -3.16 -0.23  -0.583
28 S 2.18 -3.98 -0.28  1.237
29 O 3.04 -3.97 -1.42  -0.644
30 O 1.76 -5.48 0.04  -0.311
31 C 0.74 -6.09 -0.77  -0.313
32 C 1.24 -6.44 -2.16  -0.962
33 C 3.15 -3.69 1.16  -1.156
34 H -0.13 -5.43 -0.82  0.288
35 H 0.44 -6.99 -0.25  0.284
36 H 1.49 -5.55 -2.73  0.275
37 H 0.47 -6.98 -2.71  0.388
38 H 2.13 -7.06 -2.10  0.261
39 H 2.51 -3.72 2.03  0.343
40 H 3.59 -2.70 1.05  0.415
41 H 3.93 -4.44 1.21  0.431
42 O -3.72 3.91 2.47  -0.518
43 S -3.08 5.13 2.87  1.125
44 O -3.25 6.32 2.10  -0.606
45 O -1.53 4.85 3.08  -0.314
46 C -0.78 4.28 1.99  -0.269
47 C -0.52 5.27 0.88  -0.813
48 C -3.48 5.47 4.55  -1.009
49 H -1.29 3.39 1.61  0.208
50 H 0.16 3.95 2.42  0.323
51 H -1.44 5.58 0.39  0.303
52 H 0.13 4.83 0.12  0.172
53 H -0.05 6.17 1.27  0.325
54 H -3.33 4.57 5.14  0.322
55 H -4.53 5.77 4.57  0.377
56 H -2.85 6.28 4.90  0.347
57 O -3.83 -1.18 2.86  -0.662
58 S -4.53 -0.08 3.44  1.243
59 O -4.08 0.50 4.67  -0.616
60 O -6.07 -0.48 3.59  -0.278
61 C -6.39 -1.68 4.32  -0.370
62 C -6.21 -1.52 5.82  -0.985
63 C -4.74 1.20 2.25  -0.681
64 H -5.80 -2.52 3.94  0.331
65 H -7.43 -1.90 4.10  0.271
66 H -5.17 -1.36 6.08  0.306
67 H -6.55 -2.42 6.34  0.382
68 H -6.77 -0.66 6.18  0.260
69 H -5.11 0.76 1.33  0.407
70 H -3.77 1.65 2.10  0.129
71 H -5.43 1.93 2.65  0.291
72 O -1.84 -1.22 -5.56  -0.562
73 S -2.57 -0.35 -6.42  1.274
74 O -3.22 0.82 -5.91  -0.630
75 O -3.63 -1.21 -7.24  -0.304
76 C -4.56 -2.02 -6.50  -0.316
77 C -5.65 -1.20 -5.84  -0.981
78 C -1.56 0.12 -7.78  -0.989
79 H -4.02 -2.63 -5.77  0.302
80 H -5.01 -2.70 -7.23  0.282
81 H -5.24 -0.55 -5.07  0.291
82 H -6.39 -1.85 -5.37  0.388
83 H -6.14 -0.56 -6.57  0.263
84 H -1.08 -0.77 -8.19  0.323
85 H -0.81 0.81 -7.40  0.341
86 H -2.17 0.61 -8.53  0.351
87 O 5.97 -3.91 3.95  -0.672
88 S 5.28 -2.77 4.48  1.292
89 O 4.54 -1.90 3.62  -0.576
90 O 6.30 -1.91 5.35  -0.286
91 C 7.51 -1.45 4.71  -0.333
92 C 7.27 -0.31 3.74  -0.978
93 C 4.24 -3.28 5.80  -0.963
94 H 8.02 -2.29 4.23  0.326
95 H 8.16 -1.11 5.52  0.268
96 H 6.67 -0.64 2.89  0.285
97 H 8.22 0.07 3.36  0.383
98 H 6.73 0.50 4.23  0.265
99 H 4.80 -3.93 6.47  0.325
100 H 3.41 -3.83 5.36  0.352
101 H 3.87 -2.40 6.32  0.328


Sequential energy output: -2437.25085; -2764.81279; -4626.25137 hartree